Record 1
{"formula": "C18H23F6N2O8TbTe", "method": "wB97M-V/def2-TZVPD", "elements": ["Tb", "C", "O", "C", "C", "O", "C", "C", "O", "C", "H", "H", "H", "H", "H", "H", "H", "H", "H", "H", "H", "H", "H", "H", "O", "C", "O", "C", "C", "N", "N", "C", "C", "O", "O", "H", "H", "H", "F", "Te", "F", "F", "F", "F", "O", "F", "C", "C", "C", "C", "C", "C", "C", "H", "H", "H", "H", "H", "H"], "positions_angstrom": [[-0.02203, -0.56583, -0.66800], [0.04398, 0.22755, -3.95168], [0.60247, 0.71531, -2.73183], [1.95089, 1.14659, -2.85867], [2.46275, 1.49763, -1.48304], [2.36121, 0.30515, -0.70826], [2.91651, 0.34021, 0.60028], [2.76610, -1.05511, 1.14942], [1.36992, -1.31720, 1.27002], [1.07303, -2.62686, 1.75781], [0.06372, 1.01367, -4.70922], [-0.98853, -0.04358, -3.74222], [0.60438, -0.64346, -4.30115], [1.99842, 2.02195, -3.51401], [2.55301, 0.33883, -3.28802], [1.86686, 2.29440, -1.02951], [3.51049, 1.80490, -1.55634], [2.37728, 1.06366, 1.22125], [3.97562, 0.61215, 0.55796], [3.24167, -1.14043, 2.13122], [3.21705, -1.77651, 0.46042], [1.54086, -2.77171, 2.73434], [1.44243, -3.38485, 1.06137], [-0.00848, -2.69169, 1.85439], [0.16988, -6.27990, -3.08315], [-1.09178, -6.03259, -2.76327], [-1.98790, -6.80032, -3.00664], [-1.37318, -4.73063, -2.09764], [-2.63116, -4.36921, -1.65214], [-2.52395, -3.14669, -1.10914], [-1.27307, -2.68862, -1.17149], [-0.56035, -3.63093, -1.76829], [0.90395, -3.33867, -1.97086], [1.64468, -4.24814, -2.34051], [1.23842, -2.13347, -1.71845], [0.76802, -5.52545, -2.83132], [-3.56583, -4.90129, -1.69621], [-3.23140, -2.55943, -0.69262], [-1.39683, -0.67344, 1.06508], [-2.03295, 1.47135, 0.54256], [-3.64179, 0.43858, 0.63212], [-1.81386, 3.37669, 0.81777], [-3.00480, 2.24478, -0.84392], [-1.93713, 0.15074, -1.34220], [-0.20815, 1.45413, 0.17899], [-2.64514, -3.01837, 5.71567], [-2.57398, -1.89692, 4.97095], [-3.74230, -1.26175, 4.60728], [-3.65018, -0.10801, 3.84211], [-2.41647, 0.39559, 3.45048], [-2.32794, 1.65111, 2.66489], [-1.26016, -0.27442, 3.84102], [-1.32637, -1.42477, 4.60526], [-4.69481, -1.66564, 4.92029], [-4.55688, 0.39923, 3.53695], [-1.50036, 2.29339, 2.95393], [-3.24616, 2.23582, 2.66766], [-0.29382, 0.10289, 3.52794], [-0.43859, -1.95507, 4.92168]], "s2": 12.6666, "total_energy_ev": -84436.9914, "largest_force_ha_per_bohr": 0.0269, "multiplicity": 7}

=====

Record 2
{"formula": "C18H23FN2O2", "method": "wB97M-V/def2-TZVPD", "elements": ["C", "N", "C", "O", "C", "C", "H", "C", "H", "C", "H", "H", "C", "H", "C", "H", "H", "C", "H", "H", "C", "H", "H", "H", "H", "C", "H", "H", "C", "O", "N", "C", "C", "C", "C", "C", "C", "H", "F", "H", "H", "H", "H", "H", "H", "H"], "positions_angstrom": [[0.80555, 3.20378, -0.91671], [0.20993, 2.75955, 0.32472], [0.72685, 1.82056, 1.14817], [0.08848, 1.42851, 2.12001], [2.08771, 1.24165, 0.84313], [1.95242, -0.28404, 0.72877], [1.58227, -0.64558, 1.69073], [3.27763, -0.97252, 0.36337], [4.14833, -0.52447, 0.84013], [3.25300, -0.95431, -1.16472], [4.06274, -1.53145, -1.60708], [3.25260, 0.04700, -1.59211], [1.89755, -1.65275, -1.25888], [1.51120, -1.83076, -2.26150], [1.01426, -0.72533, -0.41820], [0.12384, -1.23478, -0.05152], [0.68246, 0.12728, -1.01303], [2.15001, -2.93480, -0.45740], [1.22509, -3.34345, -0.05296], [2.60710, -3.69834, -1.08714], [3.11940, -2.47046, 0.64899], [2.72737, -2.65339, 1.64844], [4.08115, -2.97779, 0.56800], [2.53457, 1.66215, -0.05277], [2.73541, 1.47078, 1.69320], [-1.09917, 3.30508, 0.65523], [-1.17743, 4.32355, 0.27418], [-1.20592, 3.30918, 1.74338], [-2.20151, 2.43697, 0.02815], [-2.87104, 2.81341, -0.90806], [-2.26608, 1.22540, 0.63179], [-3.02093, 0.11003, 0.27746], [-3.98105, 0.12529, -0.73151], [-4.68337, -1.02755, -1.03256], [-4.44976, -2.20746, -0.34710], [-3.49330, -2.20188, 0.65209], [-2.77633, -1.06998, 0.97912], [-2.03998, -1.10239, 1.76782], [-3.24507, -3.34309, 1.33130], [-4.98931, -3.11300, -0.57197], [-5.42603, -1.00582, -1.81514], [-4.16751, 1.03800, -1.27168], [-1.60755, 1.08064, 1.39976], [0.05970, 3.76044, -1.47935], [1.66456, 3.85483, -0.73317], [1.12017, 2.36132, -1.53342]], "total_energy_ev": -28833.3900, "largest_force_ha_per_bohr": 0.0113}

=====

Record 3
{"formula": "C18H23FN2O3", "method": "wB97M-V/def2-TZVPD", "elements": ["O", "C", "F", "C", "C", "C", "C", "C", "C", "N", "C", "C", "N", "C", "H", "H", "H", "H", "H", "H", "H", "C", "C", "C", "O", "C", "H", "H", "H", "H", "H", "H", "H", "H", "C", "C", "C", "O", "C", "H", "H", "H", "H", "H", "H", "H", "H"], "positions_angstrom": [[-3.45162, 1.95348, 0.80382], [-2.57087, 1.10083, 1.05517], [-1.21512, 1.52700, 0.95437], [-3.02522, -0.38753, 1.47000], [-1.70543, -1.27802, 1.78596], [-0.61290, -1.48188, 0.71156], [0.69147, -2.32002, 1.01343], [0.83415, -2.90557, 2.43206], [-0.26192, -2.75294, 3.57066], [0.02987, -3.39541, 4.82471], [-1.07849, -3.19066, 5.69859], [-2.37335, -2.38409, 5.39783], [-2.59786, -1.72462, 4.15559], [-1.52569, -1.93478, 3.21942], [-3.69459, -0.26921, 2.40246], [-3.67975, -0.83911, 0.65190], [-0.71180, -1.02279, -0.33651], [1.53043, -2.49741, 0.24081], [1.79249, -3.49987, 2.67860], [-1.00573, -3.68132, 6.74182], [-3.18644, -2.30676, 6.19698], [2.13822, -1.61720, -3.83421], [2.10177, -3.09811, -4.13530], [2.71609, -3.69022, -2.88265], [2.38544, -2.80797, -1.79997], [1.85520, -1.59088, -2.34583], [1.42167, -1.03300, -4.41411], [3.14071, -1.22307, -4.03098], [1.06323, -3.43071, -4.23524], [2.63778, -3.37532, -5.04460], [3.80764, -3.73394, -2.95753], [2.34137, -4.69327, -2.66604], [0.77763, -1.57648, -2.14718], [2.31309, -0.73387, -1.84661], [-1.07511, 5.27423, -1.29976], [-0.39843, 4.55957, -0.15196], [0.98585, 4.30214, -0.71264], [1.26900, 5.37118, -1.62607], [0.05988, 6.10329, -1.86765], [-1.93319, 5.87717, -0.99754], [-1.41372, 4.54477, -2.04323], [-0.33274, 5.22750, 0.71350], [-0.90850, 3.64682, 0.15955], [1.01854, 3.36281, -1.27544], [1.75371, 4.26958, 0.06399], [0.14333, 7.06689, -1.35312], [-0.05010, 6.28876, -2.93864]], "total_energy_ev": -30872.8235, "largest_force_ha_per_bohr": 0.1203}